16
Properties=species:S:1:pos:R:3:forces:R:3 method="wB97M-V/def2-TZVPD" de_lowest_ev=2.911 charge=0 lumo_energy_ev=1.029 fmax_ev_per_a=0.32 smiles="C=C=C(C)[C@@H]1CN1" gap_ev=10.28
C 1.48841 -1.80314 -1.32170 -0.0415 0.0811 0.0736
C 0.92170 -0.98337 -0.47775 -0.0571 0.0663 0.0400
C 0.32914 -0.18481 0.37499 0.1352 -0.1637 -0.1413
C 1.06688 0.45455 1.52827 0.0507 0.0115 0.0502
C -1.15227 0.05247 0.26536 -0.0121 -0.1987 -0.0036
C -1.72380 0.69065 -0.94157 -0.0600 -0.1323 -0.2648
N -1.69772 1.40561 0.33322 0.1105 0.2634 0.1343
H 1.52386 -2.87250 -1.12546 -0.0149 0.1519 -0.0114
H 1.94080 -1.44791 -2.24420 -0.0569 -0.0131 0.1260
H 0.99468 1.54803 1.48182 0.0037 -0.1515 0.0128
H 2.12579 0.18292 1.52009 -0.1811 0.0318 -0.0070
H 0.63137 0.14274 2.48489 0.0400 0.0365 -0.1302
H -1.76489 -0.67527 0.79730 0.0894 0.0986 -0.0544
H -2.71358 0.41195 -1.29407 0.1473 0.0337 0.0700
H -1.02280 0.98688 -1.71966 -0.1077 -0.0580 0.1403
H -0.94756 2.09121 0.33845 -0.0454 -0.0577 -0.0346